(1)
{
  "formula": "C52H120F6N4O13P3S6",
  "method": "ωB97M-V/def2-TZVPD",
  "elements": ["C", "C", "C", "O", "C", "N", "H", "H", "H", "H", "H", "H", "H", "H", "H", "H", "H", "H", "C", "C", "C", "C", "P", "C", "C", "C", "C", "C", "C", "C", "C", "C", "C", "C", "C", "H", "H", "H", "H", "H", "H", "H", "H", "H", "H", "H", "H", "H", "H", "H", "H", "H", "H", "H", "H", "H", "H", "H", "H", "H", "H", "H", "H", "H", "H", "H", "H", "H", "H", "H", "H", "C", "C", "C", "C", "P", "C", "C", "C", "C", "C", "C", "C", "C", "C", "C", "C", "C", "H", "H", "H", "H", "H", "H", "H", "H", "H", "H", "H", "H", "H", "H", "H", "H", "H", "H", "H", "H", "H", "H", "H", "H", "H", "H", "H", "H", "H", "H", "H", "H", "H", "H", "H", "H", "C", "C", "C", "C", "P", "C", "C", "C", "C", "C", "C", "C", "C", "C", "C", "C", "C", "H", "H", "H", "H", "H", "H", "H", "H", "H", "H", "H", "H", "H", "H", "H", "H", "H", "H", "H", "H", "H", "H", "H", "H", "H", "H", "H", "H", "H", "H", "H", "H", "H", "H", "H", "H", "N", "S", "O", "O", "F", "S", "O", "O", "F", "N", "S", "O", "O", "F", "S", "O", "O", "F", "N", "S", "O", "O", "F", "S", "O", "O", "F"],
  "positions_angstrom": [[1.189, 2.063, 2.971], [1.618, 0.675, 3.386], [2.159, 0.517, 4.778], [3.267, 1.375, 4.871], [4.048, 1.150, 6.038], [0.446, -0.267, 3.203], [0.668, -1.211, 3.507], [-0.484, 0.061, 3.531], [0.290, -0.335, 2.180], [2.057, 2.720, 2.903], [0.567, 2.523, 3.739], [0.684, 2.097, 2.011], [2.331, 0.351, 2.621], [2.406, -0.538, 4.990], [1.419, 0.764, 5.552], [5.026, 1.567, 5.811], [4.196, 0.074, 6.189], [3.596, 1.561, 6.941], [2.783, 5.048, 0.704], [3.639, 4.957, 1.974], [4.943, 4.164, 1.771], [4.636, 2.695, 1.469], [6.012, 1.794, 0.726], [5.449, 0.139, 0.312], [5.227, -0.923, 1.387], [6.449, -1.783, 1.730], [6.034, -3.041, 2.488], [7.358, 1.859, 1.914], [7.053, 1.377, 3.322], [8.327, 1.030, 4.099], [8.040, 0.574, 5.512], [6.455, 2.580, -0.843], [5.220, 2.878, -1.713], [5.230, 4.262, -2.375], [6.295, 4.473, -3.431], [3.448, 5.226, -0.145], [2.108, 5.900, 0.731], [2.232, 4.121, 0.554], [3.047, 4.489, 2.765], [3.922, 5.935, 2.365], [5.462, 4.251, 2.728], [5.539, 4.623, 0.980], [3.722, 2.489, 0.906], [4.425, 2.145, 2.399], [6.181, -0.249, -0.411], [4.573, 0.285, -0.327], [4.451, -1.633, 1.105], [4.881, -0.415, 2.295], [7.192, -1.232, 2.307], [6.868, -2.143, 0.787], [6.789, -3.404, 3.188], [5.787, -3.879, 1.833], [5.152, -2.934, 3.133], [7.642, 2.914, 1.995], [8.224, 1.329, 1.507], [6.416, 0.490, 3.414], [6.461, 2.099, 3.894], [8.990, 1.904, 4.076], [8.892, 0.302, 3.506], [7.398, 1.268, 6.059], [8.954, 0.436, 6.086], [7.497, -0.376, 5.499], [7.030, 1.901, -1.473], [7.044, 3.440, -0.517], [4.286, 2.796, -1.147], [5.017, 2.156, -2.507], [5.209, 5.048, -1.618], [4.259, 4.299, -2.881], [6.305, 5.488, -3.826], [6.099, 3.897, -4.344], [7.289, 4.135, -3.129], [-4.504, -2.233, 2.492], [-3.242, -1.932, 1.697], [-2.673, -3.223, 1.088], [-1.161, -3.072, 0.838], [-0.377, -4.468, 0.001], [-0.560, -5.956, 0.986], [0.013, -6.001, 2.412], [-0.600, -7.078, 3.271], [-0.513, -8.475, 2.694], [-1.172, -4.802, -1.573], [-0.884, -3.628, -2.537], [-1.214, -3.991, -3.981], [-0.117, -4.833, -4.641], [1.423, -4.236, -0.061], [2.214, -5.308, -0.810], [3.695, -5.005, -0.638], [4.630, -6.044, -1.234], [-4.860, -1.353, 3.021], [-4.202, -2.951, 3.262], [-5.305, -2.687, 1.910], [-2.451, -1.402, 2.231], [-3.486, -1.279, 0.849], [-3.135, -3.425, 0.121], [-2.831, -4.077, 1.753], [-0.616, -2.887, 1.765], [-1.042, -2.267, 0.098], [-0.250, -6.818, 0.391], [-1.652, -6.045, 1.098], [-0.138, -4.997, 2.834], [1.107, -6.025, 2.359], [-1.591, -6.794, 3.631], [-0.042, -7.070, 4.217], [-0.839, -9.244, 3.387], [0.436, -8.757, 2.231], [-1.156, -8.521, 1.804], [-2.231, -4.925, -1.335], [-0.718, -5.716, -1.963], [0.199, -3.476, -2.545], [-1.434, -2.738, -2.229], [-1.400, -3.153, -4.651], [-2.129, -4.595, -3.986], [0.259, -5.633, -3.997], [0.709, -4.215, -4.997], [-0.512, -5.319, -5.535], [1.741, -4.087, 0.971], [1.565, -3.320, -0.646], [1.925, -5.387, -1.861], [1.997, -6.310, -0.417], [3.951, -4.792, 0.404], [3.906, -4.060, -1.155], [4.589, -7.008, -0.726], [5.665, -5.705, -1.249], [4.341, -6.210, -2.275], [-2.440, 5.212, -1.365], [-3.207, 4.300, -0.391], [-3.792, 3.054, -1.010], [-4.845, 3.372, -2.102], [-5.517, 1.859, -2.793], [-5.892, 2.142, -4.541], [-6.624, 3.455, -4.874], [-5.754, 4.677, -5.173], [-6.588, 5.953, -5.025], [-4.381, 0.470, -2.823], [-4.660, -0.768, -3.686], [-5.492, -1.882, -3.054], [-4.907, -2.436, -1.769], [-7.080, 1.322, -2.077], [-7.003, 1.252, -0.527], [-8.000, 0.212, 0.005], [-7.989, 0.172, 1.522], [-1.958, 5.991, -0.778], [-3.091, 5.656, -2.120], [-1.703, 4.588, -1.875], [-3.896, 4.913, 0.198], [-2.491, 3.950, 0.360], [-4.223, 2.407, -0.238], [-3.029, 2.422, -1.457], [-4.261, 3.812, -2.911], [-5.582, 4.070, -1.706], [-6.499, 1.292, -4.868], [-4.976, 2.061, -5.138], [-7.293, 3.681, -4.030], [-7.273, 3.277, -5.732], [-5.449, 4.563, -6.214], [-4.910, 4.809, -4.503], [-6.031, 6.868, -5.222], [-6.825, 6.070, -3.958], [-7.528, 5.898, -5.573], [-4.242, 0.154, -1.778], [-3.379, 0.845, -3.058], [-3.697, -1.229, -3.919], [-5.060, -0.424, -4.641], [-5.684, -2.622, -3.835], [-6.526, -1.580, -2.832], [-4.990, -1.784, -0.896], [-3.835, -2.643, -1.861], [-5.420, -3.365, -1.510], [-7.138, 0.330, -2.539], [-7.930, 1.894, -2.447], [-7.270, 2.258, -0.210], [-6.018, 0.843, -0.291], [-7.750, -0.787, -0.364], [-8.963, 0.511, -0.416], [-8.567, 1.002, 1.934], [-7.001, 0.102, 1.977], [-8.546, -0.692, 1.900], [-1.050, 2.104, -6.528], [-2.199, 1.098, -6.916], [-3.396, 1.768, -7.341], [-2.366, -0.117, -6.164], [-1.581, 0.525, -8.276], [-1.383, 2.362, -4.961], [-0.804, 1.378, -4.122], [-2.697, 2.812, -4.621], [-0.484, 3.634, -4.756], [0.272, 0.254, 0.352], [1.500, -0.087, -0.621], [2.382, 1.002, -0.855], [1.308, -1.080, -1.619], [2.334, -0.999, 0.450], [-0.723, 0.962, -0.675], [-1.395, -0.032, -1.455], [-0.435, 2.205, -1.278], [-1.798, 1.362, 0.428], [-3.216, 2.837, 4.925], [-2.138, 2.284, 6.084], [-0.742, 2.136, 5.803], [-2.743, 1.276, 6.886], [-2.150, 3.604, 6.942], [-3.010, 1.713, 3.858], [-3.942, 0.634, 3.854], [-1.673, 1.418, 3.399], [-3.416, 2.641, 2.607]],
  "orbital_gap_ev": 7.636,
  "fmax_ev_per_a": 4.8,
  "charge": 1
}

(2)
{
  "formula": "C52H124O8",
  "method": "ωB97M-V/def2-TZVPD",
  "elements": ["C", "C", "C", "C", "C", "C", "H", "H", "H", "H", "H", "H", "H", "H", "H", "H", "H", "H", "H", "H", "C", "C", "C", "C", "C", "C", "H", "H", "H", "H", "H", "H", "H", "H", "H", "H", "H", "H", "H", "H", "C", "C", "C", "C", "C", "C", "H", "H", "H", "H", "H", "H", "H", "H", "H", "H", "H", "H", "H", "H", "C", "C", "C", "C", "C", "C", "H", "H", "H", "H", "H", "H", "H", "H", "H", "H", "H", "H", "H", "H", "C", "C", "C", "C", "C", "C", "H", "H", "H", "H", "H", "H", "H", "H", "H", "H", "H", "H", "H", "H", "C", "C", "C", "C", "C", "C", "H", "H", "H", "H", "H", "H", "H", "H", "H", "H", "H", "H", "H", "H", "C", "O", "C", "C", "O", "C", "H", "H", "H", "H", "H", "H", "H", "H", "H", "H", "C", "O", "C", "C", "O", "C", "H", "H", "H", "H", "H", "H", "H", "H", "H", "H", "C", "O", "C", "C", "O", "C", "H", "H", "H", "H", "H", "H", "H", "H", "H", "H", "C", "O", "C", "C", "O", "C", "H", "H", "H", "H", "H", "H", "H", "H", "H", "H"],
  "positions_angstrom": [[-3.269, 4.998, 2.286], [-4.179, 3.945, 2.978], [-4.602, 2.826, 2.075], [-5.646, 1.978, 2.727], [-5.301, 1.482, 4.163], [-4.205, 0.414, 4.126], [-2.208, 4.753, 2.232], [-3.525, 5.848, 2.919], [-3.707, 5.284, 1.330], [-3.516, 3.508, 3.724], [-5.000, 4.400, 3.532], [-3.746, 2.218, 1.781], [-4.939, 3.163, 1.094], [-6.594, 2.515, 2.723], [-5.736, 1.105, 2.080], [-5.014, 2.349, 4.758], [-6.184, 1.188, 4.729], [-4.539, -0.589, 3.862], [-3.351, 0.730, 3.527], [-3.863, 0.320, 5.157], [3.061, 0.980, -0.518], [4.165, 1.193, -1.526], [4.674, -0.066, -2.262], [5.706, 0.259, -3.329], [6.158, -0.940, -4.138], [7.032, -0.657, -5.303], [3.389, 0.378, 0.330], [2.177, 0.441, -0.857], [2.734, 1.980, -0.235], [3.917, 2.014, -2.198], [4.970, 1.607, -0.919], [3.820, -0.534, -2.752], [5.131, -0.774, -1.570], [5.253, 0.926, -4.063], [6.552, 0.754, -2.853], [6.714, -1.601, -3.473], [5.294, -1.495, -4.501], [7.648, 0.201, -5.034], [7.645, -1.535, -5.505], [6.541, -0.448, -6.254], [1.642, -0.737, -5.340], [0.656, 0.478, -5.336], [0.370, 1.048, -3.923], [-0.391, 2.397, -3.788], [-1.752, 2.375, -4.453], [-2.496, 3.676, -4.409], [2.608, -0.455, -4.923], [1.885, -0.975, -6.376], [1.219, -1.594, -4.816], [1.126, 1.238, -5.961], [-0.244, 0.079, -5.804], [1.349, 1.231, -3.479], [-0.104, 0.301, -3.286], [-0.541, 2.570, -2.722], [0.285, 3.194, -4.097], [-1.645, 2.048, -5.487], [-2.356, 1.623, -3.945], [-3.517, 3.668, -4.791], [-2.576, 4.024, -3.379], [-1.941, 4.358, -5.052], [0.557, -0.584, 1.384], [-0.309, -1.577, 0.509], [-1.813, -1.512, 0.880], [-2.455, -0.153, 0.735], [-2.522, 0.320, -0.727], [-3.327, 1.669, -0.839], [0.535, 0.395, 0.906], [1.592, -0.925, 1.421], [0.271, -0.426, 2.424], [-0.208, -1.327, -0.547], [0.153, -2.541, 0.722], [-1.951, -1.909, 1.885], [-2.287, -2.277, 0.264], [-3.464, -0.257, 1.134], [-1.997, 0.660, 1.299], [-1.557, 0.520, -1.191], [-3.101, -0.424, -1.275], [-4.312, 1.495, -0.406], [-2.755, 2.416, -0.290], [-3.458, 2.048, -1.853], [1.510, 2.313, 4.141], [2.577, 2.340, 5.184], [4.011, 2.631, 4.648], [5.053, 2.530, 5.793], [6.527, 2.682, 5.307], [7.553, 2.846, 6.406], [1.563, 1.488, 3.431], [1.575, 3.245, 3.580], [0.504, 2.221, 4.550], [2.343, 3.077, 5.952], [2.521, 1.357, 5.652], [4.027, 3.528, 4.029], [4.265, 1.882, 3.897], [4.910, 3.279, 6.572], [5.044, 1.557, 6.285], [6.781, 1.901, 4.590], [6.505, 3.602, 4.723], [8.550, 3.062, 6.023], [7.251, 3.691, 7.024], [7.626, 1.960, 7.037], [4.680, -6.764, 2.693], [3.284, -7.426, 2.882], [2.232, -6.932, 1.789], [1.745, -5.503, 1.996], [0.892, -5.182, 3.297], [-0.086, -4.017, 3.283], [4.541, -5.689, 2.577], [5.273, -7.084, 1.835], [5.234, -6.754, 3.631], [3.470, -8.490, 2.733], [2.961, -7.398, 3.923], [1.350, -7.564, 1.682], [2.627, -6.878, 0.774], [2.552, -4.774, 1.918], [0.988, -5.324, 1.233], [0.400, -6.120, 3.555], [1.601, -5.065, 4.117], [0.514, -3.108, 3.308], [-0.692, -3.868, 2.390], [-0.796, -3.937, 4.107], [-1.520, -2.601, -3.593], [-2.416, -3.684, -3.512], [-3.739, -3.511, -4.032], [-4.660, -4.656, -3.596], [-5.508, -4.312, -2.474], [-5.063, -4.657, -1.110], [-1.277, -2.368, -4.630], [-0.587, -2.741, -3.047], [-1.937, -1.681, -3.183], [-3.529, -3.523, -5.102], [-4.137, -2.549, -3.711], [-4.239, -5.658, -3.512], [-5.329, -4.789, -4.446], [-4.751, -5.698, -1.028], [-5.830, -4.523, -0.347], [-4.224, -4.071, -0.736], [-5.744, -1.264, 0.095], [-6.298, -0.288, -0.726], [-6.396, -0.544, -2.122], [-6.372, 0.805, -2.920], [-7.487, 1.702, -2.492], [-7.146, 2.617, -1.458], [-4.851, -1.757, -0.290], [-6.494, -2.029, 0.293], [-5.475, -0.770, 1.029], [-7.258, -1.158, -2.382], [-5.482, -1.041, -2.445], [-6.421, 0.539, -3.976], [-5.431, 1.354, -2.893], [-6.269, 3.195, -1.750], [-7.044, 2.141, -0.483], [-7.827, 3.457, -1.316], [-2.040, 8.162, 2.495], [-1.139, 7.007, 2.383], [-0.048, 7.231, 1.483], [0.652, 5.829, 1.236], [-0.375, 4.995, 0.722], [0.008, 3.621, 0.510], [-1.565, 9.058, 2.892], [-2.692, 7.935, 3.339], [-2.531, 8.397, 1.551], [0.651, 7.924, 1.952], [-0.464, 7.627, 0.557], [1.097, 5.402, 2.135], [1.471, 5.983, 0.534], [0.428, 3.211, 1.428], [0.778, 3.540, -0.258], [-0.855, 3.029, 0.203], [3.296, -3.777, -4.075], [2.261, -4.169, -3.193], [2.231, -3.513, -1.932], [3.262, -4.014, -0.927], [4.541, -3.436, -1.311], [5.621, -3.641, -0.373], [4.186, -4.350, -3.816], [3.477, -2.702, -4.083], [2.997, -4.037, -5.090], [1.203, -3.619, -1.587], [2.379, -2.435, -1.995], [3.210, -5.103, -0.931], [3.011, -3.653, 0.070], [5.566, -4.668, -0.011], [5.465, -2.908, 0.419], [6.564, -3.457, -0.888]],
  "orbital_gap_ev": 9.931,
  "fmax_ev_per_a": 2.3,
  "charge": 0,
  "smiles": "CCCCCC.CCCCCC.CCCCCC.CCCCCC.CCCCCC.CCCCCC.COCCOC.COCCOC.COCCOC.COCCOC"
}